Entry from the OMol25 dataset: C18H23AsF6MoNO3S as an isolated structure at a distorted geometry (ωB97M-V/def2-TZVPD).

Last column: Mulliken spin population.
Element x y z (Å)
Mo (-0.699358, 0.091796, 0.606723)  1.932
C (5.406459, 3.742419, -2.294246)  0.000
O (4.012711, 3.494712, -2.062394)  0.011
C (3.630754, 2.546421, -1.250590)  0.013
C (4.515764, 1.668823, -0.573833)  0.008
C (4.024219, 0.689564, 0.234498)  0.006
C (2.633114, 0.501757, 0.427530)  0.045
C (2.132091, -0.532248, 1.243358)  0.020
C (3.019024, -1.481255, 1.975523)  -0.002
O (0.863936, -0.719093, 1.419615)  -0.011
C (1.758449, 1.438547, -0.226393)  -0.016
O (0.451993, 1.355659, 0.020812)  -0.003
C (2.249473, 2.420451, -1.047229)  0.034
H (5.442881, 4.566361, -2.997371)  0.000
H (5.894236, 2.869818, -2.728666)  0.000
H (5.907415, 4.030280, -1.369799)  0.000
H (5.583393, 1.770999, -0.702620)  0.000
H (4.720384, 0.035086, 0.741325)  0.001
H (3.747555, -1.934213, 1.304167)  0.000
H (2.412143, -2.260895, 2.427768)  -0.002
H (3.568746, -0.960639, 2.762152)  0.002
H (1.564739, 3.102310, -1.534760)  -0.001
C (-2.182825, -1.036473, 2.383069)  0.040
C (-1.412937, -0.145347, 3.374121)  -0.048
C (-2.357967, 0.332307, 4.488573)  0.079
C (-0.855023, 1.057066, 2.650796)  0.551
H (-2.424434, -2.000839, 2.825727)  -0.001
H (-1.532730, -1.318396, 1.500133)  -0.017
H (-3.108259, -0.564213, 2.057722)  -0.006
H (-0.599555, -0.728991, 3.806309)  -0.010
H (-3.185323, 0.910520, 4.074961)  -0.006
H (-1.825495, 0.951676, 5.208116)  0.001
H (-2.764495, -0.535319, 5.010176)  0.012
H (0.090717, 1.429026, 3.040106)  0.012
H (-1.566450, 1.872938, 2.505288)  0.000
F (-2.614564, -0.235285, -0.291470)  -0.003
As (-3.422170, 1.538704, -0.941415)  -0.003
F (-2.772874, 2.016145, 0.610818)  0.007
F (-1.780451, 1.682679, -1.505601)  0.005
F (-3.964694, 3.029640, -1.426876)  0.000
F (-3.753083, 0.612608, -2.351275)  0.000
F (-4.792427, 0.906812, -0.172065)  0.000
S (-0.053944, -1.121403, -1.636542)  0.306
C (-1.260109, -2.224930, -2.210879)  -0.033
N (-2.505567, -1.787502, -2.492339)  0.016
C (-3.459145, -2.569282, -3.026246)  0.008
C (-3.179974, -3.873991, -3.346623)  0.021
C (-1.900474, -4.365728, -3.088203)  -0.008
C (-0.946463, -3.549554, -2.505993)  0.041
H (-2.733565, -0.809461, -2.319202)  -0.002
H (-4.427801, -2.116113, -3.181644)  0.002
H (-3.939053, -4.496403, -3.796029)  0.000
H (-1.657287, -5.391087, -3.333222)  0.000
H (0.048302, -3.906466, -2.285855)  0.000

Cartesian forces, eV/Å:
-1.2 -0.5 -2.2
0.4 0.0 0.0
-0.2 0.1 -0.1
0.0 -0.3 0.3
0.2 0.1 -0.1
0.1 0.0 0.0
-0.5 0.1 0.0
0.3 0.2 -0.2
-0.1 -0.1 0.1
0.2 -0.3 0.3
1.0 -0.4 0.0
0.4 1.4 -0.1
-0.6 0.1 0.0
0.0 0.0 0.0
-0.1 0.0 0.0
-0.1 0.0 0.0
0.0 0.0 0.0
0.0 0.0 0.0
0.0 0.0 0.0
0.0 0.0 0.0
0.0 0.0 0.0
0.1 0.0 0.0
0.1 0.2 0.4
0.1 -0.3 -0.4
0.0 0.1 0.0
-0.3 0.7 1.4
0.1 -0.1 -0.1
-0.8 -1.3 0.7
0.1 0.0 -0.2
0.0 0.0 -0.1
0.0 0.0 0.0
0.0 0.0 0.0
0.0 0.0 0.0
0.2 -0.1 -0.4
0.0 -0.1 -0.4
0.6 0.3 0.5
0.9 -0.8 0.8
-0.1 0.1 -0.2
-0.5 0.2 -0.1
-0.2 0.1 -0.1
-0.3 0.3 -0.1
0.0 0.3 -0.2
0.3 0.5 0.7
-0.2 -0.2 0.0
0.1 -0.3 -0.2
0.0 0.0 0.0
0.2 -0.1 0.0
-0.2 0.1 0.0
0.0 0.2 0.0
0.0 -0.2 -0.1
0.0 0.1 0.0
0.0 0.0 0.0
0.0 0.0 0.0
0.0 0.0 0.0

Computed properties:
* F_max: 0.0505 hartree/bohr
* molar mass: 618.30 Da
* HOMO energy (spin up / spin down): -14.72 / -14.90 eV
* energy above the lowest of the compared OMol25 structures with the same formula, charge and spin: 26.5 kcal per mole
* multiplicity: 4
* total energy: -4281.0216 hartree
* gap between HOMO and LUMO (spin up / spin down): 7.04 / 5.32 eV
* total charge: +2

Entry from the OMol25 dataset: C16H15BrRuTe as an isolated structure at a distorted geometry (ωB97M-V/def2-TZVPD).

Last column: Mulliken spin population.
Element x y z (Å)
C (0.997206, 0.636500, -2.419329)  0.235
C (-0.404624, 0.687514, -2.201823)  -0.070
C (-0.640902, 1.479468, -0.994819)  0.038
H (-1.136118, 0.262773, -2.879085)  0.001
C (0.683134, 1.830644, -0.445352)  0.129
C (1.656104, 1.229917, -1.310725)  -0.062
H (2.735296, 1.291296, -1.206951)  0.001
H (1.474281, 0.235189, -3.304408)  -0.010
H (-1.560827, 1.938748, -0.656532)  0.014
H (0.849707, 2.408000, 0.456786)  0.013
Ru (0.000777, -0.115739, -0.030218)  2.192
Br (-1.374876, -1.857633, -1.165487)  0.096
C (1.463711, -3.204260, -0.982497)  0.355
C (2.271538, -2.062528, -1.125856)  -0.079
C (2.912404, -2.187191, -2.404750)  0.432
H (2.402774, -1.264537, -0.322781)  -0.004
C (2.175375, -3.157813, -3.178186)  0.028
C (1.278025, -3.804496, -2.304719)  0.212
H (0.535808, -4.546242, -2.567829)  0.006
H (1.026962, -3.538635, -0.040820)  0.028
H (3.792928, -1.670403, -2.756526)  0.023
H (2.252720, -3.327647, -4.243512)  -0.004
Te (-0.071975, -1.145546, 2.216955)  0.361
C (-1.127488, 0.647209, 2.592312)  -0.018
C (-0.574394, 1.867586, 3.023823)  0.041
C (-1.462254, 2.859622, 3.470462)  -0.020
C (-2.852967, 2.651072, 3.466512)  0.038
C (-3.376333, 1.455262, 2.951050)  -0.019
C (-2.520587, 0.451516, 2.492672)  0.035
H (0.505863, 1.966818, 3.059503)  0.004
H (-1.071429, 3.814628, 3.863512)  -0.001
H (-3.525898, 3.411691, 3.864980)  0.002
H (-4.449315, 1.291728, 2.945152)  -0.001
H (-2.864628, -0.534511, 2.138484)  0.002

Cartesian forces, eV/Å:
0.2 0.4 0.6
0.6 1.3 0.9
0.2 2.8 -1.5
0.0 0.2 0.4
-1.1 0.3 -0.5
-0.4 0.0 -0.4
-0.2 -0.1 0.2
0.0 -0.3 0.3
-0.1 -0.2 -0.2
0.1 0.2 -0.4
0.7 -3.4 -1.2
-0.7 -0.5 0.5
0.0 1.3 -0.1
0.9 -0.3 1.0
-1.3 0.4 0.5
0.4 -1.6 -1.2
-1.3 -1.3 1.3
1.6 0.9 -1.3
0.2 0.0 0.1
-0.1 0.1 -0.4
-0.1 0.3 0.0
0.2 -0.1 0.1
0.9 -0.3 1.2
-0.6 -0.1 -0.1
-1.0 -0.5 0.1
0.1 0.3 0.1
0.5 -0.4 -0.3
0.2 0.1 0.0
0.3 0.3 0.5
-0.2 0.2 0.1
-0.2 -0.6 -0.3
0.2 -0.2 -0.2
0.1 0.1 0.0
-0.1 0.8 0.2

Computed properties:
* F_max: 0.0724 hartree/bohr
* molar mass: 515.87 Da
* HOMO energy (spin up / spin down): -7.43 / -7.87 eV
* multiplicity: 5
* total energy: -3555.4157 hartree
* gap between HOMO and LUMO (spin up / spin down): 6.57 / 6.61 eV